No. 1
Formula: C57H67BrIN7RuS
Source: OMol25
Level of theory: ωB97M-V/def2-TZVPD

Positions of all 135 atoms, in Å:
Ru -0.2416 1.1998 -0.8470
C 4.3897 -0.0765 4.6578
C 3.1573 0.8208 4.8472
C 3.6059 2.1759 5.3924
C 2.1952 0.1756 5.8550
C 2.4558 0.9567 3.5059
C 2.3362 2.1524 2.8104
C 1.6846 2.1746 1.5927
N 1.1421 1.1096 0.9981
C 1.2628 -0.0590 1.6593
C 1.8998 -0.1545 2.8848
C 0.6728 -1.2434 1.0049
C 0.6296 -2.4970 1.5817
C 0.0592 -3.5691 0.8962
C -0.3933 -3.3108 -0.3900
C -0.3234 -2.0232 -0.8901
N 0.1646 -1.0037 -0.2048
C -0.0380 -4.9312 1.5650
C 1.3821 -5.4506 1.8331
C -0.7801 -5.9413 0.6911
C -0.7978 -4.7777 2.8912
H 4.9133 -0.1896 5.6081
H 5.0829 0.3584 3.9358
H 4.1130 -1.0715 4.3060
H 4.0717 2.0363 6.3680
H 2.7633 2.8582 5.5214
H 4.3429 2.6505 4.7423
H 2.6810 0.0995 6.8286
H 1.8988 -0.8304 5.5545
H 1.2915 0.7778 5.9725
H 2.7348 3.0803 3.1927
H 1.6093 3.1125 1.0708
H 1.9696 -1.1191 3.3634
H 1.0132 -2.6515 2.5786
H -0.8362 -4.0831 -1.0020
H -0.7126 -1.7847 -1.8625
H 1.9483 -5.5379 0.9043
H 1.3340 -6.4362 2.2985
H 1.9318 -4.7895 2.5050
H -0.2502 -6.1362 -0.2432
H -1.7914 -5.6029 0.4558
H -0.8628 -6.8882 1.2252
H -0.2856 -4.1090 3.5848
H -0.8895 -5.7508 3.3765
H -1.8018 -4.3819 2.7231
C 3.9461 0.0462 -0.0316
C 3.3105 0.5689 -1.3233
C 4.2065 1.6509 -1.9362
C 3.0534 -0.5535 -2.3069
C 4.1517 -1.3372 -2.6392
C 4.0505 -2.3768 -3.5376
C 2.8202 -2.6419 -4.0986
C 1.6735 -1.8920 -3.8223
C 0.4727 -2.4275 -4.6497
C 0.4841 -1.8896 -6.0909
C -0.9607 -2.4684 -4.1155
C 1.8082 -0.8027 -2.9168
N 0.6809 0.0472 -2.6153
C -0.0394 0.3685 -3.6374
C -1.2640 1.0511 -3.5186
C -2.1172 1.4626 -4.5261
C -3.2461 1.9512 -3.8783
C -3.0635 1.8105 -2.4975
N -1.8125 1.2788 -2.2656
C -4.2551 2.0498 -1.5617
C -5.3812 1.0802 -1.9833
C -4.0066 1.8378 -0.0639
C -4.7950 3.4744 -1.7767
H 4.0047 0.8459 0.7116
H 4.9644 -0.3040 -0.2052
H 3.3838 -0.7874 0.3905
H 2.3609 1.0286 -1.0736
H 5.2373 1.2987 -2.0169
H 4.2049 2.5471 -1.3109
H 3.8713 1.9352 -2.9325
H 5.1098 -1.1141 -2.1885
H 4.9123 -2.9792 -3.7921
H 2.7337 -3.4717 -4.7898
H 0.7275 -3.4837 -4.7529
H 0.0262 -0.9032 -6.1865
H -0.0894 -2.5606 -6.7326
H 1.4991 -1.8305 -6.4833
H -1.4265 -1.4940 -3.9662
H -1.0342 -3.0450 -3.1952
H -1.5678 -2.9927 -4.8564
H 0.2956 0.1204 -4.6397
H -1.9365 1.3933 -5.5875
H -4.1406 2.3204 -4.3522
H -5.1198 0.0473 -1.7528
H -5.6016 1.1477 -3.0464
H -6.2897 1.3225 -1.4283
H -3.2551 1.0785 0.1390
H -4.9360 1.5188 0.4118
H -3.7078 2.7614 0.4303
H -5.1831 3.6121 -2.7856
H -4.0239 4.2259 -1.6098
H -5.6112 3.6633 -1.0759
N -3.2390 -1.5377 -0.9717
C -3.1921 -1.6035 0.3870
N -2.3636 -0.9152 1.1047
C -2.5189 -1.2351 2.4507
C -1.7621 -0.7293 3.5055
C -2.0121 -1.1677 4.7943
C -3.0053 -2.1113 5.0554
C -3.7601 -2.6372 4.0203
C -3.5042 -2.1930 2.7317
S -4.2538 -2.7018 1.2442
H -2.8720 -0.6911 -1.3933
H -4.0329 -1.9443 -1.4369
H -0.9723 -0.0121 3.3241
H -1.4255 -0.7694 5.6127
H -3.1875 -2.4375 6.0702
H -4.5264 -3.3765 4.2128
Br 3.1385 6.6302 -3.2918
C 2.2007 5.1258 -2.6445
C 1.7624 5.0856 -1.3364
C 1.0710 3.9690 -0.8847
C 0.8071 2.8326 -1.6666
C 1.2642 2.9411 -2.9868
C 1.9343 4.0554 -3.4748
H 1.9317 5.9237 -0.6732
H 0.6776 4.0641 0.1148
H 1.1442 2.1492 -3.7004
H 2.2616 4.0705 -4.5059
I -2.0815 3.1844 4.4311
C -1.9622 3.5042 2.3828
C -2.4017 4.6813 1.7945
C -2.3062 4.7979 0.4187
C -1.7476 3.7703 -0.3190
N -1.2769 2.6586 0.2608
C -1.4204 2.5162 1.5834
H -2.8206 5.4789 2.3930
H -2.6579 5.6840 -0.0908
H -1.6546 3.8341 -1.3921
H -1.0940 1.5777 2.0028

The calculation puts the lowest unoccupied orbital energy (spin up / spin down) at -2.63 / -3.13 eV. Its total charge is +1. The value obtained for the largest force on an atom is 0.02009 hartree/bohr. The calculation puts the molecular weight at 1190.157 g/mol. Its total energy is -5960.1897 hartree. Its spin multiplicity is 2. The calculation puts the orbital gap (spin up / spin down) at 7.17 / 6.65 eV. The expectation value of S² is 0.76.

No. 2
Formula: C57H68BrN6O5S2Y
Source: OMol25
Level of theory: ωB97M-V/def2-TZVPD

Positions of all 140 atoms, in Å:
Y -0.2067 1.3849 0.0212
C -7.4221 -3.0662 -1.1590
C -7.1712 -1.5664 -0.9987
C -7.7560 -0.8506 -2.2243
C -7.9118 -1.0903 0.2589
C -5.6847 -1.2388 -0.8745
C -5.2745 0.0831 -0.7178
C -3.9336 0.3669 -0.6243
Br -3.3849 2.1580 -0.3769
C -2.8886 -0.5850 -0.6834
O -1.6509 -0.1735 -0.6429
C -3.3151 -1.9332 -0.7754
C -4.6825 -2.1970 -0.8895
C -2.3901 -3.1556 -0.7374
C -2.8658 -4.1124 0.3695
C -2.4451 -3.8796 -2.0909
C -0.9316 -2.8332 -0.4374
H -8.4956 -3.2488 -1.2547
H -7.0602 -3.6266 -0.2949
H -6.9314 -3.4604 -2.0508
H -8.8205 -1.0805 -2.3335
H -7.2378 -1.1643 -3.1324
H -7.6494 0.2315 -2.1381
H -8.9785 -1.3257 0.1901
H -7.8107 -0.0126 0.3935
H -7.5052 -1.5764 1.1476
H -5.9881 0.8965 -0.6665
H -4.9680 -3.2357 -0.9867
H -3.8641 -4.5146 0.1820
H -2.8809 -3.5974 1.3325
H -2.1724 -4.9542 0.4429
H -3.4571 -4.2135 -2.3351
H -1.7852 -4.7504 -2.0731
H -2.1027 -3.2157 -2.8871
H -0.8163 -2.3540 0.5360
H -0.4967 -2.1748 -1.1859
H -0.3567 -3.7586 -0.4402
C -2.3017 -0.3862 2.4913
C -1.8946 0.7418 3.4260
C -2.1329 2.1343 2.8560
C -0.4892 0.6599 4.0036
C -0.4790 1.0307 5.3430
C 0.6629 1.0347 6.1116
C 1.7880 0.5239 5.5044
C 1.8493 0.1053 4.1747
C 3.2103 -0.5366 3.8943
C 3.1549 -1.9149 3.2126
C 4.2233 0.4854 3.3262
C 0.7205 0.3294 3.2938
N 0.6883 0.2819 1.8935
C 1.8913 0.0322 1.1250
C 2.0947 0.1660 -1.1239
N 1.0185 0.6574 -1.9588
C 1.1258 0.9710 -3.3091
C 0.2077 1.9602 -3.8166
C 0.1169 2.2908 -5.1576
C 0.9320 1.7308 -6.1170
C 1.8634 0.8277 -5.6614
C 1.9959 0.4270 -4.3301
C 3.0698 -0.6391 -4.1953
C 4.3354 -0.2237 -3.4220
C 2.4749 -1.9872 -3.8377
C -0.6299 2.8574 -2.9273
C -2.0791 3.0163 -3.3859
C 0.0613 4.2238 -2.8272
H -3.3474 -0.2804 2.1908
H -2.1766 -1.3532 2.9845
H -1.6844 -0.4009 1.6018
H -2.5579 0.6553 4.2928
H -1.4532 2.3396 2.0294
H -1.9101 2.8908 3.6117
H -3.1527 2.2708 2.4953
H -1.4235 1.3283 5.7889
H 0.6630 1.3542 7.1463
H 2.6903 0.4090 6.0968
H 3.5805 -0.7625 4.8945
H 2.2318 -2.0899 2.6667
H 3.2280 -2.7040 3.9651
H 3.9736 -2.0461 2.5024
H 3.7237 1.3340 2.8569
H 4.8842 0.0456 2.5797
H 4.8395 0.8866 4.1361
H 2.7810 -0.1490 1.7106
H 3.0615 0.0394 -1.6010
H -0.5948 3.0486 -5.4587
H 0.8538 1.9931 -7.1644
H 2.5306 0.3731 -6.3865
H 3.3964 -0.8034 -5.2288
H 4.1737 0.6661 -2.8128
H 5.1397 0.0190 -4.1214
H 4.6919 -1.0071 -2.7547
H 2.1027 -2.0085 -2.8215
H 3.8694 -2.9038 -4.8178
H 1.6141 -2.1761 -4.4898
H -0.6718 2.4370 -1.9268
H -2.1334 3.4979 -4.3630
H -2.6235 3.6415 -2.6797
H -2.5764 2.0475 -3.4523
H 0.2396 4.6085 -3.8336
H 1.0313 4.1329 -2.3327
H -0.5525 4.9463 -2.2900
N 5.9024 -5.7331 3.6121
C 5.1733 -5.1669 2.5505
C 5.8106 -4.3869 1.5938
C 5.0848 -3.8389 0.5433
C 3.7267 -4.0706 0.4513
C 3.0807 -4.8548 1.3979
C 3.8014 -5.4083 2.4357
S 2.8195 -3.3215 -0.8900
O 3.4317 -3.0345 -3.9707
O 1.8421 -4.3492 -1.3199
N 2.0535 -2.2116 0.1381
C 1.8956 -0.9755 -0.0437
S 5.2025 -0.2676 -0.0201
C 4.6347 1.3653 0.1090
C 3.3882 1.8727 0.1590
N 2.1725 1.1036 0.0684
H 6.7101 -5.1886 3.8732
H 5.3328 -5.9312 4.4203
H 6.8726 -4.1874 1.6836
H 5.5669 -3.1923 -0.1807
H 2.0103 -5.0031 1.3221
H 3.2992 -6.0060 3.1892
H 5.4055 2.1340 0.1745
H 3.2505 2.9389 0.2726
O -2.1602 4.7894 -0.4038
C -1.0765 4.7864 0.1511
N -0.3129 3.6938 0.4912
C 0.7610 4.1308 1.2630
O 1.5270 3.4140 1.8637
C 0.7763 5.6333 1.2644
C 1.6724 6.5410 1.7887
C 1.3865 7.8918 1.6065
C 0.2375 8.2995 0.9306
C -0.6607 7.3687 0.4146
C -0.3587 6.0351 0.5954
H 2.5577 6.2084 2.3148
H 2.0670 8.6402 1.9940
H 0.0449 9.3582 0.8050
H -1.5578 7.6676 -0.1121

The calculation puts the lowest unoccupied orbital energy at 3.72 eV. Its total charge is -2. The value obtained for the energy relative to the best compared isomer or geometry (same formula, charge and spin) is 120.6 kcal per mole. The value obtained for the largest force on an atom is 0.02246 hartree/bohr. The calculation puts the molecular weight at 1150.152 g/mol. Its total energy is -6326.4273 hartree. The calculation puts the orbital gap at 5.36 eV.